Record 1
ORCA calculation (ωB97M-V/def2-TZVPD) on a 11-piece molecular cluster, C56H120N6O22 overall.

Positions of all 204 atoms, in Å:
C 2.451 -2.429 2.138
O 3.072 -3.054 3.189
C 4.491 -3.086 3.047
C 5.180 -3.794 4.194
N 4.951 -3.157 5.470
C 3.722 -3.411 6.187
C 3.320 -2.255 7.078
O 3.036 -1.089 6.285
C 3.067 0.123 6.939
H 2.875 -1.430 1.942
H 1.415 -2.376 2.478
H 2.443 -2.988 1.221
H 4.870 -2.039 2.920
H 4.826 -3.618 2.150
H 6.254 -3.864 3.971
H 4.797 -4.852 4.240
H 4.984 -2.161 5.413
H 3.732 -4.430 6.628
H 2.865 -3.473 5.479
H 4.165 -2.012 7.694
H 2.457 -2.448 7.692
H 3.047 0.880 6.137
H 3.991 0.255 7.513
H 2.209 0.198 7.650
C -2.810 0.757 0.181
O -2.429 -0.492 0.737
C -2.885 -1.591 0.040
C -2.619 -2.974 0.686
N -3.053 -3.912 -0.285
C -2.805 -5.301 -0.015
C -3.415 -5.760 1.276
O -3.305 -7.181 1.250
C -3.313 -7.805 2.529
H -2.006 1.330 0.451
H -3.740 1.076 0.768
H -2.857 0.758 -0.900
H -2.422 -1.488 -0.947
H -3.957 -1.480 -0.160
H -3.127 -3.078 1.716
H -1.523 -3.138 0.859
H -4.000 -3.733 -0.629
H -1.667 -5.505 0.077
H -3.064 -5.779 -0.920
H -4.420 -5.374 1.217
H -2.943 -5.343 2.171
H -2.878 -7.147 3.296
H -2.689 -8.724 2.427
H -4.404 -8.039 2.848
C -3.270 3.761 -1.789
O -2.341 2.795 -2.268
C -1.435 3.209 -3.244
C -2.049 3.576 -4.580
N -3.045 2.632 -5.011
C -3.760 3.098 -6.181
C -4.677 4.292 -6.050
O -5.869 3.887 -5.449
C -6.777 4.949 -4.971
H -3.908 4.113 -2.618
H -2.829 4.637 -1.293
H -3.798 3.235 -0.984
H -0.850 2.291 -3.375
H -0.885 4.039 -2.858
H -1.206 3.581 -5.286
H -2.481 4.530 -4.515
H -3.691 2.511 -4.267
H -4.442 2.378 -6.567
H -3.079 3.214 -7.032
H -4.853 4.739 -7.062
H -4.207 5.187 -5.513
H -7.303 5.328 -5.849
H -6.253 5.755 -4.400
H -7.523 4.420 -4.371
C 4.358 6.896 1.719
O 3.260 6.278 1.121
C 2.161 7.154 0.916
C 1.502 7.554 2.251
N 1.416 6.392 3.074
C 1.441 6.597 4.498
C 0.014 6.778 5.062
O -0.645 7.936 4.545
C -1.780 8.358 5.279
H 4.162 7.156 2.754
H 4.647 7.817 1.231
H 5.290 6.233 1.715
H 1.481 6.675 0.182
H 2.425 8.091 0.429
H 0.553 8.011 2.091
H 2.119 8.313 2.741
H 2.123 5.748 2.736
H 2.108 7.522 4.681
H 1.857 5.744 5.031
H 0.178 6.946 6.110
H -0.593 5.854 4.869
H -2.422 7.515 5.624
H -2.391 8.918 4.610
H -1.383 8.977 6.111
C 1.363 2.304 3.651
O 0.870 1.851 2.420
C 1.686 2.280 1.258
C 1.033 1.875 0.003
N 1.174 0.423 -0.158
C 0.849 -0.085 -1.483
C 1.204 -1.530 -1.678
O 0.305 -2.432 -0.938
C 0.682 -3.800 -1.132
H 0.590 2.233 4.416
H 1.763 3.379 3.649
H 2.242 1.664 4.005
H 2.731 1.988 1.370
H 1.763 3.378 1.241
H 1.544 2.380 -0.848
H -0.040 2.259 0.104
H 0.783 -0.131 0.610
H 1.402 0.602 -2.172
H -0.206 0.084 -1.724
H 2.216 -1.757 -1.315
H 1.169 -1.672 -2.775
H 1.639 -3.969 -0.572
H 0.770 -3.992 -2.176
H -0.049 -4.483 -0.604
C 1.606 -4.654 -7.258
O 0.882 -3.567 -6.707
C 1.678 -2.562 -6.058
C 0.882 -1.269 -5.787
N -0.256 -1.527 -4.992
C -0.970 -0.429 -4.567
C -2.237 -0.921 -3.826
O -3.111 -1.640 -4.712
C -4.104 -0.908 -5.391
H 2.308 -4.214 -7.917
H 1.017 -5.344 -7.840
H 2.141 -5.295 -6.523
H 2.523 -2.390 -6.707
H 2.059 -2.971 -5.113
H 0.538 -0.644 -6.612
H 1.548 -0.569 -5.259
H -0.901 -2.127 -5.555
H -1.334 0.316 -5.288
H -0.285 0.126 -3.848
H -2.746 -0.051 -3.288
H -1.917 -1.594 -3.024
H -4.907 -0.702 -4.674
H -4.488 -1.531 -6.139
H -3.744 0.023 -5.799
O -0.168 -1.010 7.373
C -0.460 -1.179 6.224
C -0.459 -2.469 5.424
C -1.241 -2.125 4.234
C -0.874 -0.643 4.069
O -0.720 -0.140 5.411
H 0.608 -2.741 5.221
H -0.965 -3.145 6.166
H -0.825 -2.699 3.388
H -2.337 -2.233 4.371
H 0.050 -0.572 3.536
H -1.693 -0.081 3.577
O 0.168 4.908 0.242
C -0.772 5.354 0.884
C -1.603 4.678 1.934
C -2.841 5.494 2.101
C -2.439 6.800 1.506
O -1.357 6.561 0.592
H -1.764 3.642 1.694
H -1.054 4.556 2.891
H -3.584 4.973 1.447
H -3.264 5.525 3.079
H -3.160 7.217 0.831
H -2.191 7.491 2.313
O -0.066 -5.373 2.202
C 0.865 -6.111 1.951
C 2.127 -6.193 2.842
C 2.877 -7.373 2.232
C 1.930 -7.976 1.150
O 0.914 -6.897 0.864
H 2.654 -5.225 2.832
H 1.828 -6.413 3.855
H 3.837 -7.099 1.755
H 3.190 -8.188 2.883
H 2.318 -8.297 0.152
H 1.301 -8.726 1.630
O 2.447 1.631 -4.743
C 3.297 1.674 -3.896
C 3.863 2.960 -3.236
C 4.714 2.343 -2.076
C 4.910 0.829 -2.462
O 3.830 0.554 -3.342
H 4.362 3.507 -4.068
H 3.054 3.604 -2.973
H 5.640 2.908 -1.894
H 4.100 2.378 -1.183
H 5.871 0.647 -2.929
H 4.788 0.241 -1.595
O 0.149 -6.977 -5.839
C -0.470 -6.243 -5.150
C -0.062 -5.684 -3.825
C -1.212 -4.809 -3.463
C -2.291 -5.057 -4.561
O -1.563 -5.714 -5.607
H 0.230 -6.564 -3.238
H 0.844 -5.152 -4.074
H -1.556 -5.186 -2.497
H -0.886 -3.819 -3.456
H -3.080 -5.763 -4.264
H -2.714 -4.178 -4.933

Summary:
spin multiplicity	1

Atom charges from the Mulliken analysis, given in e for atoms 1 to 99: atom 1 (C): -0.891, atom 2 (O): 0.449, atom 3 (C): -0.629, atom 4 (C): -0.850, atom 5 (N): -0.355, atom 6 (C): 0.259, atom 7 (C): -1.152, atom 8 (O): 0.030, atom 9 (C): -0.689, atom 10 (H): 0.551, atom 11 (H): -0.418, atom 12 (H): 0.425, atom 13 (H): 0.440, atom 14 (H): 0.335, atom 15 (H): 0.344, atom 16 (H): 0.255, atom 17 (H): 0.292, atom 18 (H): 0.370, atom 19 (H): -0.347, atom 20 (H): 0.573, atom 21 (H): 0.386, atom 22 (H): 0.050, atom 23 (H): 0.363, atom 24 (H): 0.297, atom 25 (C): -0.384, atom 26 (O): -0.010, atom 27 (C): 0.068, atom 28 (C): 0.312, atom 29 (N): 0.105, atom 30 (C): -0.398, atom 31 (C): -0.451, atom 32 (O): -0.343, atom 33 (C): -0.632, atom 34 (H): -0.314, atom 35 (H): 0.231, atom 36 (H): 0.246, atom 37 (H): -0.432, atom 38 (H): 0.386, atom 39 (H): 0.350, atom 40 (H): -0.567, atom 41 (H): 0.299, atom 42 (H): -0.698, atom 43 (H): 0.902, atom 44 (H): 0.445, atom 45 (H): 0.146, atom 46 (H): 0.262, atom 47 (H): 0.216, atom 48 (H): 0.262, atom 49 (C): -0.583, atom 50 (O): 0.268, atom 51 (C): 0.255, atom 52 (C): -1.372, atom 53 (N): 0.137, atom 54 (C): -1.053, atom 55 (C): -0.361, atom 56 (O): -0.337, atom 57 (C): -0.749, atom 58 (H): 0.223, atom 59 (H): 0.157, atom 60 (H): 0.159, atom 61 (H): -0.582, atom 62 (H): 0.383, atom 63 (H): 0.331, atom 64 (H): 0.553, atom 65 (H): 0.210, atom 66 (H): 0.342, atom 67 (H): 0.524, atom 68 (H): 0.438, atom 69 (H): 0.255, atom 70 (H): 0.331, atom 71 (H): 0.288, atom 72 (H): 0.234, atom 73 (C): -0.812, atom 74 (O): -0.251, atom 75 (C): -0.413, atom 76 (C): -0.931, atom 77 (N): 0.363, atom 78 (C): -0.874, atom 79 (C): -0.414, atom 80 (O): -0.274, atom 81 (C): -0.910, atom 82 (H): 0.270, atom 83 (H): 0.361, atom 84 (H): 0.206, atom 85 (H): -0.041, atom 86 (H): 0.548, atom 87 (H): 0.141, atom 88 (H): 0.718, atom 89 (H): 0.018, atom 90 (H): 0.371, atom 91 (H): 0.355, atom 92 (H): 0.565, atom 93 (H): 0.171, atom 94 (H): 0.360, atom 95 (H): 0.272, atom 96 (H): 0.314, atom 97 (C): -0.657, atom 98 (O): 0.361, atom 99 (C): -0.597

***

Record 2
ORCA calculation (ωB97M-V/def2-TZVPD) on a 11-piece molecular cluster, C56H130N6O5 overall.

Positions of all 197 atoms, in Å:
C 6.708 -0.655 8.591
C 5.649 0.346 8.033
N 4.931 1.226 8.952
C 4.128 0.464 9.902
C 2.945 -0.306 9.182
C 5.913 1.987 9.733
C 6.810 2.946 8.926
H 7.529 -0.137 9.085
H 7.146 -1.282 7.814
H 6.219 -1.268 9.348
H 6.105 1.015 7.303
H 4.905 -0.129 7.394
H 4.698 -0.252 10.494
H 3.677 1.134 10.635
H 3.184 -1.270 8.733
H 2.238 -0.648 9.937
H 2.419 0.310 8.452
H 6.483 1.332 10.391
H 5.329 2.667 10.354
H 6.146 3.522 8.282
H 7.557 2.388 8.362
H 7.311 3.628 9.613
C 15.190 -0.958 8.516
C 15.121 0.105 9.583
N 13.855 0.146 10.234
C 12.784 0.599 9.327
C 12.906 1.982 8.653
C 13.944 0.899 11.493
C 12.700 0.831 12.414
H 16.191 -0.997 8.087
H 14.428 -0.829 7.747
H 15.099 -1.961 8.932
H 15.950 -0.068 10.268
H 15.368 1.045 9.090
H 12.520 -0.188 8.621
H 11.923 0.653 9.992
H 11.923 2.294 8.300
H 13.056 2.752 9.410
H 13.645 1.973 7.851
H 14.207 1.930 11.255
H 14.756 0.497 12.099
H 12.799 1.354 13.365
H 12.423 -0.209 12.584
H 11.802 1.303 12.015
C 6.514 -7.982 8.273
C 6.753 -6.479 8.484
N 8.090 -6.140 9.009
C 8.140 -4.730 9.278
C 9.478 -4.350 10.012
C 9.237 -6.710 8.268
C 9.520 -6.146 6.936
H 6.861 -8.515 7.387
H 5.448 -8.208 8.240
H 6.879 -8.502 9.158
H 6.547 -5.906 7.580
H 6.046 -6.168 9.253
H 8.047 -4.187 8.338
H 7.288 -4.429 9.886
H 10.387 -4.501 9.429
H 9.481 -3.293 10.278
H 9.635 -4.893 10.944
H 8.991 -7.772 8.244
H 10.192 -6.644 8.789
H 10.404 -6.563 6.454
H 9.574 -5.058 6.978
H 8.634 -6.355 6.336
C 12.709 -0.002 14.800
C 11.583 0.349 15.728
N 10.303 -0.105 15.189
C 9.189 0.729 15.676
C 7.871 0.526 14.836
C 10.045 -1.531 15.190
C 9.744 -1.996 16.636
H 13.665 0.243 15.264
H 12.619 0.582 13.884
H 12.698 -1.057 14.528
H 11.688 -0.088 16.722
H 11.546 1.430 15.862
H 9.488 1.767 15.535
H 8.974 0.596 16.736
H 7.419 -0.453 14.998
H 8.107 0.777 13.802
H 7.111 1.262 15.099
H 9.173 -1.807 14.596
H 10.919 -2.064 14.816
H 8.837 -1.523 17.012
H 9.544 -3.067 16.587
H 10.611 -1.902 17.290
C 4.086 3.530 12.330
C 5.159 2.434 12.180
N 5.618 1.941 13.469
C 6.447 2.818 14.305
C 7.706 3.300 13.623
C 6.229 0.578 13.527
C 5.222 -0.443 13.014
H 3.632 3.889 11.407
H 4.508 4.417 12.803
H 3.262 3.208 12.967
H 4.793 1.652 11.516
H 6.022 2.793 11.619
H 5.834 3.696 14.506
H 6.678 2.454 15.306
H 7.405 3.961 12.810
H 8.316 3.979 14.219
H 8.218 2.444 13.183
H 6.470 0.292 14.551
H 7.160 0.454 12.974
H 4.936 -0.336 11.967
H 4.305 -0.473 13.602
H 5.648 -1.442 13.102
C 7.541 -2.009 10.818
C 7.953 -0.794 11.587
N 9.124 -0.111 11.053
C 10.379 -0.866 11.276
C 10.870 -1.125 12.731
C 9.312 1.237 11.592
C 8.164 2.203 11.077
H 8.262 -2.796 10.595
H 7.247 -1.663 9.827
H 6.651 -2.427 11.290
H 7.120 -0.114 11.761
H 8.201 -1.163 12.582
H 10.313 -1.847 10.806
H 11.172 -0.346 10.739
H 11.856 -1.584 12.666
H 11.026 -0.194 13.276
H 10.173 -1.791 13.241
H 10.153 1.652 11.037
H 9.512 1.335 12.659
H 7.983 2.044 10.014
H 8.487 3.236 11.201
H 7.161 2.105 11.493
C 5.584 -3.204 12.998
C 4.342 -2.557 12.323
C 4.853 -2.141 10.918
O 5.711 -3.306 10.750
C 6.146 -3.969 11.925
H 5.353 -3.851 13.844
H 6.309 -2.433 13.262
H 3.921 -1.756 12.931
H 3.530 -3.269 12.174
H 5.470 -1.242 10.915
H 4.055 -2.156 10.175
H 7.212 -4.187 11.992
H 5.644 -4.935 11.962
C 12.018 5.078 10.530
C 11.290 4.093 9.658
C 9.828 4.149 10.138
O 9.670 5.470 10.648
C 10.909 6.115 10.634
H 12.941 5.470 10.104
H 12.237 4.643 11.505
H 11.672 3.079 9.776
H 11.415 4.363 8.610
H 9.713 3.319 10.835
H 9.259 3.911 9.239
H 11.246 6.616 11.542
H 10.902 6.800 9.787
C 13.664 -2.776 10.450
C 13.288 -3.475 11.701
C 11.868 -3.975 11.605
O 11.411 -3.146 10.465
C 12.329 -2.112 10.145
H 13.918 -3.456 9.637
H 14.391 -1.970 10.548
H 13.252 -2.761 12.524
H 13.957 -4.303 11.938
H 11.379 -3.733 12.548
H 11.835 -5.040 11.375
H 12.130 -1.231 10.756
H 12.235 -1.850 9.091
C 8.851 -1.877 8.350
C 8.630 -2.474 7.007
C 9.886 -2.095 6.197
O 10.894 -1.960 7.245
C 10.326 -2.121 8.534
H 8.215 -2.331 9.109
H 8.550 -0.829 8.341
H 7.741 -2.076 6.518
H 8.502 -3.552 6.902
H 9.782 -1.116 5.728
H 10.104 -2.876 5.469
H 10.763 -1.378 9.201
H 10.464 -3.132 8.917
C 9.266 -5.265 12.652
C 9.483 -5.540 14.159
C 9.814 -4.146 14.687
O 9.994 -3.338 13.522
C 9.147 -3.770 12.491
H 8.364 -5.758 12.292
H 10.125 -5.599 12.069
H 10.309 -6.248 14.226
H 8.575 -5.983 14.566
H 10.733 -4.173 15.273
H 9.005 -3.821 15.342
H 9.500 -3.420 11.521
H 8.142 -3.402 12.696

Summary:
spin multiplicity	1
energy relative to the best compared isomer or geometry (same formula, charge and spin)	847.8	kcal per mole

Atom charges from the Mulliken analysis, given in e for atoms 1 to 99: atom 1 (C): 1.424, atom 2 (C): -2.464, atom 3 (N): 0.250, atom 4 (C): 0.498, atom 5 (C): -2.201, atom 6 (C): -0.862, atom 7 (C): -2.173, atom 8 (H): -0.278, atom 9 (H): -1.046, atom 10 (H): 1.483, atom 11 (H): 0.568, atom 12 (H): 0.415, atom 13 (H): -0.341, atom 14 (H): 1.020, atom 15 (H): 0.451, atom 16 (H): 0.510, atom 17 (H): 0.379, atom 18 (H): -0.195, atom 19 (H): 1.688, atom 20 (H): 0.430, atom 21 (H): 0.431, atom 22 (H): 0.429, atom 23 (C): -1.065, atom 24 (C): -0.717, atom 25 (N): 1.499, atom 26 (C): 0.060, atom 27 (C): -2.432, atom 28 (C): -2.692, atom 29 (C): 1.628, atom 30 (H): 0.513, atom 31 (H): 0.235, atom 32 (H): 0.172, atom 33 (H): 0.367, atom 34 (H): 0.533, atom 35 (H): 0.480, atom 36 (H): -0.181, atom 37 (H): 0.562, atom 38 (H): 0.521, atom 39 (H): 0.520, atom 40 (H): 0.220, atom 41 (H): 0.658, atom 42 (H): 0.782, atom 43 (H): -0.233, atom 44 (H): -0.452, atom 45 (C): -1.609, atom 46 (C): 0.090, atom 47 (N): 0.418, atom 48 (C): -0.909, atom 49 (C): -1.784, atom 50 (C): -0.599, atom 51 (C): -1.267, atom 52 (H): 0.343, atom 53 (H): 0.454, atom 54 (H): 0.365, atom 55 (H): 0.302, atom 56 (H): 0.093, atom 57 (H): -0.187, atom 58 (H): -0.230, atom 59 (H): 2.102, atom 60 (H): -0.867, atom 61 (H): -0.015, atom 62 (H): 0.764, atom 63 (H): 0.139, atom 64 (H): 0.475, atom 65 (H): 0.347, atom 66 (H): 0.230, atom 67 (C): -0.241, atom 68 (C): -0.989, atom 69 (N): 1.529, atom 70 (C): -2.264, atom 71 (C): -0.062, atom 72 (C): -0.994, atom 73 (C): -1.960, atom 74 (H): 0.571, atom 75 (H): -0.131, atom 76 (H): -0.317, atom 77 (H): 0.324, atom 78 (H): 0.548, atom 79 (H): 0.520, atom 80 (H): 0.317, atom 81 (H): 0.261, atom 82 (H): -0.398, atom 83 (H): 0.305, atom 84 (H): -0.093, atom 85 (H): 0.774, atom 86 (H): 0.313, atom 87 (H): 0.594, atom 88 (H): 0.366, atom 89 (C): -2.345, atom 90 (C): 1.204, atom 91 (N): 0.288, atom 92 (C): -0.677, atom 93 (C): -0.777, atom 94 (C): -0.032, atom 95 (C): 0.752, atom 96 (H): 0.377, atom 97 (H): 0.503, atom 98 (H): 0.383, atom 99 (H): -0.945

***

no.,HOMO (eV),HOMO-LUMO gap (eV),energy (eV)
1,-8.2,8.614,-113993.70664
2,-7.5,8.031,-79317.60428